Record 1
{"formula": "C2H2NOS2", "method": "the ωB97M-V functional and the def2-TZVPD basis", "gap_ev": 6.6, "e_tot_ha": -1003.74724, "homo_ev": -3.09, "relative_energy_kcal_mol": 65.0, "lumo_energy_ev": 3.54, "total_charge": -1, "symbols": ["O", "N", "C", "H", "S", "S", "H", "C"], "xyz": [[0.436, 3.057, 0.018], [1.114, 1.979, 0.040], [0.949, -0.424, 0.026], [0.254, -1.254, 0.037], [3.983, 0.269, -0.035], [2.532, -1.046, 0.043], [-0.681, 0.909, -0.043], [0.417, 0.842, -0.005]]}



Record 2
{"formula": "C23H28N4O5", "method": "the ωB97M-V functional and the def2-TZVPD basis", "gap_ev": 8.2, "e_tot_ha": -1488.46921, "homo_ev": -7.71, "relative_energy_kcal_mol": 69.7, "lumo_energy_ev": 0.46, "symbols": ["H", "O", "H", "H", "C", "H", "H", "O", "C", "C", "H", "C", "H", "C", "H", "C", "H", "H", "C", "C", "C", "H", "H", "C", "O", "N", "C", "H", "N", "H", "C", "H", "C", "C", "O", "H", "C", "O", "H", "C", "H", "C", "C", "H", "N", "H", "N", "H", "C", "H", "C", "H", "H", "H", "H", "H", "C", "H", "C", "C"], "xyz": [[-5.672, -0.936, 1.263], [-4.993, -2.141, 3.640], [-1.608, 0.202, 5.383], [1.574, 3.935, 1.859], [-3.108, -1.445, 2.235], [-3.784, -0.969, 5.498], [0.222, 3.843, -0.196], [0.282, 1.404, 5.207], [1.822, -0.270, -3.824], [2.832, 1.788, -0.179], [-6.960, -2.096, 0.905], [1.917, 3.067, -2.031], [-6.440, -3.344, 2.999], [2.926, -0.976, -4.327], [0.167, 2.068, -0.123], [-3.800, -1.512, 3.439], [3.653, 2.767, 1.557], [3.143, -5.081, -5.430], [1.390, -2.715, -5.008], [1.900, 1.712, 3.451], [0.776, 2.954, 0.113], [3.662, 0.984, 1.637], [2.914, 3.221, -2.452], [2.681, -2.191, -4.911], [0.023, 1.697, -2.591], [2.049, 2.939, -0.588], [1.032, 3.006, 1.614], [2.324, 0.835, -0.409], [1.800, 1.836, 2.010], [2.932, -4.268, -7.018], [-5.695, -2.686, 2.542], [2.160, 2.656, 3.954], [0.307, -2.030, -4.518], [3.079, 1.854, 1.326], [3.572, -3.066, -5.471], [-0.688, -2.433, -4.593], [-3.241, -0.910, 4.568], [1.443, -3.934, -5.633], [0.317, 0.424, 2.237], [0.539, -0.793, -3.921], [0.081, 3.006, 2.150], [-2.028, -0.260, 4.505], [-1.338, -0.194, 3.297], [-1.365, -0.745, 1.228], [-0.103, 0.447, 3.162], [1.309, 3.953, -2.228], [2.089, 0.969, -3.226], [3.792, 1.811, -0.703], [-6.394, -1.621, 1.701], [-3.497, -1.897, 1.336], [1.222, 1.858, -2.663], [3.067, 1.222, -3.226], [2.678, 0.982, 3.693], [-7.073, -1.047, 2.326], [3.928, -0.585, -4.260], [-5.030, -3.300, 1.921], [2.803, -4.159, -5.929], [-0.289, -0.228, -3.530], [0.593, 1.185, 4.057], [-1.891, -0.792, 2.171]]}



Record 3
{"formula": "C71H169N11O17", "method": "the ωB97M-V functional and the def2-TZVPD basis", "gap_ev": 8.7, "e_tot_ha": -4687.36512, "homo_ev": -8.29, "relative_energy_kcal_mol": 82.5, "lumo_energy_ev": 0.41, "symbols": ["H", "H", "H", "N", "H", "C", "H", "N", "C", "C", "H", "H", "C", "H", "H", "H", "H", "C", "C", "H", "H", "H", "H", "H", "H", "H", "C", "H", "H", "N", "O", "C", "H", "H", "C", "C", "H", "H", "H", "O", "H", "H", "H", "H", "O", "H", "H", "H", "H", "C", "H", "H", "N", "H", "C", "H", "H", "H", "H", "O", "H", "O", "H", "H", "H", "C", "H", "H", "C", "H", "H", "C", "H", "C", "H", "H", "H", "C", "H", "C", "H", "H", "C", "N", "H", "H", "H", "H", "C", "H", "H", "C", "H", "H", "H", "H", "C", "C", "C", "C", "C", "H", "H", "H", "N", "H", "H", "C", "H", "N", "H", "C", "H", "C", "C", "C", "C", "C", "O", "O", "H", "H", "C", "H", "H", "H", "C", "H", "H", "H", "C", "H", "H", "C", "H", "H", "H", "H", "C", "O", "C", "H", "N", "C", "H", "H", "C", "H", "H", "H", "C", "H", "H", "H", "H", "O", "O", "N", "H", "C", "H", "C", "H", "O", "H", "H", "H", "H", "C", "C", "H", "H", "H", "C", "H", "C", "C", "H", "C", "H", "H", "C", "H", "H", "H", "C", "O", "C", "C", "H", "H", "H", "H", "H", "C", "C", "O", "H", "O", "H", "H", "H", "C", "H", "H", "O", "H", "C", "H", "H", "C", "H", "H", "H", "H", "H", "H", "H", "H", "O", "H", "C", "H", "C", "H", "H", "N", "H", "N", "H", "H", "C", "H", "H", "H", "H", "H", "C", "H", "H", "H", "H", "H", "H", "C", "C", "H", "H", "H", "H", "O", "H", "H", "C", "H", "H", "H", "C", "H", "H", "H", "H", "C", "C", "H", "C", "H", "C"], "xyz": [[-8.045, 0.032, 0.161], [11.204, 4.066, 0.219], [-6.086, 2.889, 3.151], [0.055, -1.123, -3.128], [1.452, 6.212, 2.424], [2.265, 0.045, -3.386], [1.917, -2.018, -3.382], [-1.820, 2.770, 7.851], [4.191, -5.210, -2.417], [11.031, 3.326, 1.004], [-3.146, 0.983, 3.826], [-1.775, -0.638, 7.755], [3.131, -6.301, -2.513], [4.464, -2.811, -3.976], [0.602, -7.336, -2.691], [1.536, -7.724, -4.015], [-3.159, 3.449, 5.550], [5.229, -3.590, -4.071], [1.195, -9.125, 0.866], [-7.398, 0.260, 4.348], [-2.868, -2.319, 2.267], [-2.644, -0.219, -3.483], [10.871, 1.942, -0.926], [-0.088, -2.541, -1.596], [-3.184, 0.526, 8.111], [-6.584, 1.402, -1.200], [-10.110, -1.376, -1.116], [-2.580, 0.911, 5.701], [-3.105, 1.462, -3.386], [-3.147, 1.039, 2.813], [-1.762, 0.778, -1.920], [-3.158, -1.884, 4.737], [5.495, -0.775, -5.087], [-3.770, 4.657, 7.461], [7.854, -0.014, -7.147], [-1.254, 2.578, 5.026], [6.772, -3.678, -0.580], [3.478, -4.322, 1.192], [-10.312, -2.104, -1.905], [-2.136, -1.386, 3.889], [-0.245, -7.423, 2.800], [1.545, 5.332, 4.720], [-10.302, 0.586, -4.333], [-5.169, 3.854, 0.433], [-1.258, -4.281, -3.961], [3.168, 1.559, -0.206], [4.009, -5.595, 0.141], [-10.111, 2.097, -0.430], [-0.010, 5.136, 6.263], [7.823, 0.535, 0.185], [4.930, -7.541, 2.097], [-1.892, 2.764, -1.272], [9.053, 0.163, -1.916], [1.710, -1.253, -1.781], [2.854, -9.059, 2.675], [-2.819, -1.544, 5.716], [3.736, -4.335, -1.937], [5.048, -6.400, 3.313], [-8.081, 1.759, 0.713], [6.588, -0.488, -6.730], [2.951, -0.583, -6.547], [-5.310, 4.369, -1.459], [-1.987, 4.574, 4.905], [-2.675, 5.956, 7.035], [3.304, -8.008, 4.571], [3.785, -8.291, 3.630], [-11.748, 1.589, -1.753], [-10.867, -1.672, -0.380], [-1.833, -3.682, -5.083], [1.763, 3.640, 4.742], [1.923, 0.718, -5.828], [1.725, 5.169, 2.230], [-4.857, 6.090, -2.637], [0.583, -8.080, 3.063], [-6.272, 4.383, -6.620], [-9.107, -1.596, -0.755], [2.569, 3.938, 0.760], [3.872, 5.753, -0.748], [-7.203, -1.045, -1.657], [-8.073, 0.694, -2.627], [5.440, 1.725, -6.475], [-7.665, -0.560, 2.892], [-7.440, 0.443, 3.270], [5.215, 1.770, -5.486], [7.944, 1.052, -6.912], [-1.069, 2.206, 0.994], [-4.384, 2.330, -5.264], [-6.338, 5.188, 0.193], [-11.816, 0.509, -1.632], [5.558, -3.522, -5.108], [-7.385, 3.842, -8.654], [-9.828, 1.055, -0.275], [7.359, -3.180, -3.702], [-1.606, -2.267, -2.380], [0.609, 1.790, 8.490], [0.331, -6.414, -4.201], [-0.320, 4.545, 7.129], [-2.506, -1.306, 2.479], [3.953, -5.314, 1.188], [-7.695, 1.550, -3.832], [-3.960, 4.321, -3.459], [4.983, -5.586, -1.769], [-3.711, 3.010, 2.857], [-6.158, -0.409, -2.897], [2.611, 4.453, 3.136], [-7.952, 2.531, -1.604], [3.433, 0.834, 1.367], [6.452, -0.309, -5.320], [-0.874, 0.534, 5.575], [0.438, 1.536, -0.266], [-3.300, 3.478, -3.225], [6.441, -3.438, -3.159], [2.720, 7.141, 6.084], [-6.995, 2.822, -8.509], [-0.147, -3.573, -3.407], [7.025, -2.681, -0.950], [4.308, -7.068, 2.869], [-2.097, 3.715, 5.571], [1.263, -6.287, 0.849], [-1.516, 2.976, 9.218], [4.580, -8.969, 3.945], [3.566, 4.645, 2.859], [-4.422, 5.162, -2.267], [2.046, -5.901, 4.044], [-7.650, -1.212, -3.410], [4.374, 1.234, -5.322], [-2.108, 0.359, 8.044], [8.438, 0.046, 0.945], [1.896, -9.031, 0.036], [-1.675, -1.191, 1.783], [6.132, 1.204, -3.311], [10.670, 0.591, 0.171], [-2.890, -3.918, -5.199], [4.124, -0.989, -0.348], [3.441, -9.582, 1.917], [3.057, 7.312, 4.384], [4.870, -0.368, 0.160], [0.567, -3.347, -4.206], [-5.547, 1.938, 3.240], [3.297, 5.906, 0.526], [-1.581, 1.320, 5.852], [-3.865, -0.353, 1.254], [2.312, -7.072, 1.417], [3.198, -6.200, 2.166], [2.816, -6.618, -1.509], [4.326, 4.762, -0.841], [-8.330, 1.059, -0.084], [-1.213, 0.477, 0.586], [8.098, -2.548, -1.109], [-5.612, 3.394, -3.712], [-0.960, 1.468, 0.197], [-3.766, 0.267, -2.247], [4.208, 7.970, 5.466], [9.558, 0.382, -2.757], [-3.279, -2.963, 4.638], [-5.893, 2.749, -7.679], [3.083, -0.278, -4.507], [-5.102, 4.034, -4.318], [8.698, -0.503, -6.649], [3.540, 7.118, 5.355], [-3.301, 5.046, -3.957], [-1.758, 4.002, 7.054], [9.366, -0.666, -1.427], [-10.033, -0.131, -3.749], [7.263, -0.835, -4.801], [6.610, -4.432, -2.733], [0.769, 4.631, 2.189], [0.369, 0.129, 7.752], [1.290, 1.111, 0.853], [-1.289, 1.491, 7.350], [-4.135, -1.397, 4.642], [-3.539, 5.334, -1.645], [10.948, 3.816, 1.974], [1.709, -8.257, 2.050], [-6.635, 1.742, -4.007], [2.312, -0.301, -5.712], [-4.777, 3.305, -5.559], [3.225, -4.596, 3.546], [2.480, -5.327, 3.229], [1.281, 1.916, 1.590], [7.973, -0.073, -8.227], [6.362, 1.174, -4.802], [0.256, -8.640, 0.596], [4.664, 6.493, -0.857], [-8.247, 1.074, 2.889], [-10.325, 0.101, -1.427], [6.405, -2.406, -2.188], [2.317, 4.570, 4.557], [1.084, -6.840, -3.544], [0.366, -4.339, -2.833], [5.191, 0.733, -3.027], [-5.412, 1.736, 4.312], [11.915, 2.686, 1.102], [-1.866, -2.581, -5.043], [1.494, -1.163, -2.850], [10.179, 1.499, -0.204], [4.204, 5.894, 5.348], [-4.416, -0.715, 2.827], [1.993, -5.820, -3.209], [1.011, -7.712, 3.998], [-8.171, 2.534, -3.809], [3.718, -4.979, -4.327], [8.836, 1.119, -0.809], [-2.614, 5.226, 8.662], [-1.262, -3.815, -6.009], [2.813, -0.433, -0.144], [-2.393, 3.114, 9.589], [-3.574, -0.252, 2.306], [-1.321, 2.539, 3.937], [-1.866, 0.376, 9.116], [-6.077, 3.329, -6.395], [3.497, -7.225, -2.974], [-10.311, 0.614, 0.603], [0.145, -9.064, 3.238], [-6.702, 2.499, -9.510], [0.472, 0.835, -1.001], [-0.009, 5.088, 8.021], [-12.129, 0.049, -2.565], [1.095, -10.187, 1.083], [-6.255, 0.872, 2.663], [0.774, 1.487, 6.816], [-2.750, 5.026, 7.600], [-7.959, 1.117, -4.803], [-0.538, -2.343, -2.582], [4.134, 3.925, 5.495], [3.083, 0.153, -2.662], [-9.520, 0.519, -2.589], [6.734, -1.987, -0.168], [4.583, -4.902, -3.806], [4.933, -4.970, 1.534], [-0.265, -0.324, -2.591], [-4.168, 2.057, 2.570], [-4.589, 5.475, 0.218], [8.401, 1.985, -1.316], [3.181, 4.668, 6.642], [4.243, -1.919, 0.210], [-0.167, 2.680, 5.119], [-7.205, -0.575, -2.641], [-7.899, 2.250, -8.261], [1.520, 5.050, 0.009], [6.209, 2.218, -2.914], [1.650, -4.758, 2.807], [-4.387, 2.197, 1.506], [1.416, -0.928, -5.702], [-7.658, 1.505, -1.369], [-1.986, 1.737, -0.905], [1.498, -6.247, -0.085], [1.763, 1.016, -3.321], [-2.969, 1.703, -0.424], [2.378, -9.881, 3.220], [9.905, 2.502, 0.779], [3.126, 5.967, -1.520], [0.345, 3.680, 7.092], [0.171, 1.198, 7.689], [-12.352, 0.261, -0.721], [0.899, 0.166, 1.246], [4.365, -1.066, -1.404], [-2.864, 0.585, -2.779], [7.306, 1.358, 0.678], [7.099, -0.080, -0.332], [7.325, 1.643, -5.011], [-4.083, 3.934, -6.113], [2.758, 0.829, 0.506], [3.415, 4.751, 5.573], [-6.964, 2.961, -5.877], [2.282, 5.002, 0.802], [6.942, 0.690, -2.784], [-5.369, 4.785, -0.116]]}



Record 4
{"formula": "C24H43AlCl4CsILiN4O10S2", "method": "the ωB97M-V functional and the def2-TZVPD basis", "gap_ev": 2.0, "e_tot_ha": -5116.24499, "homo_ev": -3.86, "lumo_energy_ev": -1.85, "total_charge": -1, "symbols": ["O", "C", "C", "H", "H", "H", "H", "Cl", "H", "O", "H", "H", "O", "H", "H", "C", "O", "H", "H", "C", "H", "N", "H", "C", "H", "H", "S", "N", "H", "C", "C", "O", "H", "C", "N", "C", "C", "O", "Cs", "C", "O", "H", "H", "C", "O", "H", "C", "H", "Al", "Cl", "H", "O", "H", "H", "H", "H", "H", "C", "I", "H", "H", "C", "C", "C", "H", "Cl", "N", "C", "O", "H", "Li", "C", "H", "H", "H", "H", "H", "H", "H", "H", "H", "H", "Cl", "C", "C", "S", "C", "C", "H", "C", "H"], "xyz": [[-0.378, 8.879, 5.808], [0.664, 0.877, 2.408], [-0.096, 0.636, 0.110], [5.087, -0.124, -0.690], [1.018, 4.782, -0.222], [-5.415, -2.407, -5.046], [5.973, -0.457, 3.894], [-1.937, -0.580, -4.564], [2.760, -2.472, 1.761], [-0.705, 8.928, 2.449], [-2.918, -3.794, -6.189], [3.746, -1.882, -1.033], [0.626, 9.114, 3.600], [3.608, 0.563, -0.064], [1.521, 3.090, 0.148], [5.062, 0.144, 1.417], [-2.317, 10.358, 1.301], [3.350, -7.864, -0.161], [0.501, 3.886, 2.238], [5.790, -1.252, 3.168], [2.840, -0.270, 5.211], [-3.314, -4.030, -4.152], [5.553, 1.103, 1.232], [-4.820, -2.841, -5.851], [-1.750, 2.552, 0.709], [4.994, -8.429, 0.231], [0.904, 8.984, 5.135], [2.334, -0.662, 3.257], [-4.729, -2.083, -6.632], [4.304, -7.595, 0.277], [0.861, -1.131, -1.424], [-3.598, 2.237, -0.969], [-3.502, 3.192, -1.061], [-3.419, -3.246, -5.382], [-0.242, -0.749, -2.289], [-3.380, -3.982, -1.669], [0.787, -0.466, -0.075], [-2.966, 8.224, 2.221], [-0.775, 6.305, -0.997], [1.536, -0.214, 2.240], [-2.433, 10.119, 3.709], [1.376, 1.681, 5.465], [-5.763, -5.143, -3.436], [2.553, -2.008, 0.794], [6.093, -0.798, 1.831], [-1.456, 2.504, 2.528], [-3.764, -3.307, -2.981], [-0.340, -1.368, -3.083], [5.899, -3.195, 1.243], [4.052, -7.153, 1.969], [2.047, -2.775, 0.205], [1.723, 7.776, 5.264], [4.390, 0.300, 2.257], [6.482, -2.061, 3.420], [-2.818, -2.309, -5.241], [-3.895, -4.934, -1.522], [-5.716, -5.508, -5.166], [0.681, 3.781, 0.081], [-1.577, 5.453, 1.509], [-1.127, -0.722, -1.803], [-5.404, -6.774, -3.991], [2.230, 0.033, 4.365], [-0.172, 3.772, 1.392], [1.378, 1.147, 4.521], [-5.380, -3.675, -6.283], [4.987, -6.250, -0.650], [0.582, 1.572, 3.576], [-5.243, -5.714, -4.207], [1.646, 10.194, 5.464], [-0.740, 0.989, -0.686], [-3.266, 1.576, 2.299], [-0.138, 1.287, 1.307], [0.965, -2.223, -1.345], [4.705, -2.247, 0.367], [-3.299, -5.855, -5.131], [-4.190, 2.158, -0.215], [0.044, 3.363, -0.728], [4.741, -1.571, 3.246], [-3.299, -2.320, -3.005], [-3.273, -5.962, -3.404], [-2.303, -4.162, -1.628], [-4.855, -3.138, -2.983], [-4.660, 6.402, 2.212], [4.352, -0.213, 0.117], [-3.736, -5.414, -4.232], [-2.170, 9.467, 2.451], [1.584, -0.865, 0.972], [-1.017, 2.510, 1.524], [-3.649, -3.336, -0.830], [3.833, -1.639, 0.026], [1.781, -0.766, -1.910]]}